(1)
Molecular formula: C4H11NS3
Method: DFT, ωB97M-V with the def2-TZVPD basis set

```
19
C4H11NS3 ωB97M-V with the def2-TZVPD basis set
C 0.49407 -2.33016 -0.98026
C 0.03316 -1.00101 -0.33502
C -1.47502 -0.63345 -0.58572
C 0.95430 0.17869 -0.70196
S 0.17916 -1.35397 1.51201
H 0.21786 -2.21613 -2.14989
H 1.57827 -2.47849 -0.75304
H -0.26389 -3.09018 -0.61246
H -1.71037 0.24385 -0.06145
H -2.17101 -1.40303 -0.18516
H -1.60803 -0.61483 -1.66661
H 1.85812 -0.31382 -0.92695
H 0.70684 0.80422 -1.53607
H 1.09230 0.95671 0.06202
H -0.79550 -0.59365 1.82857
S -0.82432 4.56703 0.99576
N 0.22934 3.44617 0.81941
S 1.05256 2.69817 2.06893
H 0.45216 3.13389 3.20789
```

## Properties
HOMO (eV): -8.7
Charge: 0
SMILES: CC(C)(C)S.S=NS

=====

(2)
Molecular formula: C13H29FN3O10P3S
Method: DFT, ωB97M-V with the def2-TZVPD basis set

```
60
C13H29FN3O10P3S ωB97M-V with the def2-TZVPD basis set
C 0.09981 -4.42072 0.61550
C 1.37940 -3.97493 1.58729
P 2.93968 -3.46618 0.53570
C 2.69440 -4.43497 -1.11002
C 2.73322 -1.58909 0.29044
N 1.38668 -1.53359 -0.47615
C 1.27483 -0.12284 -1.01017
N 0.11806 0.56797 -1.28733
O -1.10752 -0.02252 -1.09359
C -1.52515 0.09518 0.31577
C -3.12920 0.37356 0.53985
C -3.93438 -1.08792 0.66236
C -3.42583 1.15299 1.96473
C -3.42577 2.81341 1.80835
C -2.43946 0.71937 3.19998
P 0.14186 2.24377 -1.86510
O 1.50984 2.78267 -2.41944
O -0.98478 2.31522 -3.22711
O -0.48142 3.27266 -0.59236
N 2.72108 0.34004 -1.10654
C 3.68585 -0.76644 -0.75620
P 5.38794 -0.28825 -0.02663
O 5.32563 0.90509 1.01107
S 4.11846 -1.49438 -2.42523
O 5.27799 -2.50126 -2.23653
O 2.91068 -2.02507 -3.23336
F 4.78498 -0.18067 -3.36805
H -0.88701 -4.19777 1.24264
H 0.01812 -3.78577 -0.36374
H 0.16626 -5.54722 0.28871
H 1.62634 -4.80835 2.37099
H 1.00669 -2.98757 2.14246
H 2.23643 -5.51666 -0.90227
H 3.67509 -4.50045 -1.74510
H 1.83519 -3.85568 -1.69938
H 2.45797 -0.99654 1.26881
H 0.75609 -1.47750 0.35601
H -1.31698 -0.96271 0.83259
H -0.82622 0.85138 0.91572
H -3.57498 0.95895 -0.38585
H -3.95944 -1.67197 -0.35562
H -5.04820 -0.93803 1.05820
H -3.38494 -1.76162 1.48014
H -4.54018 0.87008 2.28343
H -2.79455 3.15316 0.87178
H -4.56752 3.13327 1.70165
H -2.97057 3.24437 2.81112
H -2.99523 0.78239 4.25378
H -1.52723 1.48414 3.24570
H -1.98139 -0.35493 3.12086
H -1.21350 3.30061 -3.26336
H -1.28519 3.74396 -0.96374
H 3.00399 1.06502 -0.39217
H 6.34860 0.09316 -1.06126
H 5.94651 -1.49981 0.58168
C -2.76564 6.30156 -0.87407
O -2.81245 5.38625 -1.73084
O -3.00656 7.47999 -1.43109
O -2.53912 6.27464 0.35630
H -3.11722 7.06658 -2.31129
```

## Properties
HOMO (eV): -7.2
Charge: 0

=====

(3)
Molecular formula: C2H2N2O3S
Method: DFT, ωB97M-V with the def2-TZVPD basis set

```
10
C2H2N2O3S ωB97M-V with the def2-TZVPD basis set
C 0.55491 0.50695 0.99683
C 0.39893 -0.96753 0.80198
N 0.44007 1.15707 -0.13663
N 0.08782 0.51725 -1.29729
O 0.90224 1.00752 2.07398
O 0.65681 -1.93181 1.41733
O -1.73953 -1.06514 -1.08786
S -0.09062 -1.06152 -1.17099
H 0.71964 2.10348 -0.06729
H -1.93028 -0.26628 -1.53005
```

## Properties
HOMO (eV): -8.6
Charge: 0

=====

Number 1: electronic energy -38319.55552 eV. Number 2: electronic energy -80303.96906 eV. Number 3: electronic energy -22060.33576 eV.